Entry from the OMol25 dataset: a cluster of 29 separate species, H58O29 in total (ωB97M-V/def2-TZVPD).

For the HOMO energy, the calculation gives -0.39250 Eh. The relative energy (zero: lowest compared OMol25 entry of this formula, charge and spin) is 107.3 kJ/mol. The net charge is 0. The value obtained for the HOMO-LUMO gap is 10.5 eV.

Each line ends with the Löwdin charge.
Element x y z (Å)
O -1.458 -0.347 -4.738  -0.043
H -1.413 0.611 -4.901  0.046
H -1.766 -0.737 -5.565  0.071
O -2.275 -1.140 -2.025  -0.058
H -1.516 -1.497 -1.522  0.028
H -1.907 -0.809 -2.860  0.020
O -0.423 2.761 -4.816  -0.062
H -1.099 3.404 -4.552  0.054
H 0.396 3.190 -4.508  0.007
O 0.219 -2.427 -0.892  -0.059
H -0.102 -3.009 -0.185  0.017
H 1.183 -2.519 -0.777  0.032
O -1.534 -4.847 -2.880  -0.053
H -0.656 -4.531 -3.130  0.038
H -2.091 -4.065 -2.912  0.016
O 0.488 -5.588 2.750  -0.048
H -0.065 -6.118 3.338  0.069
H -0.102 -5.274 2.042  0.029
O 0.832 1.107 -2.008  -0.062
H 1.159 0.492 -2.714  0.042
H 0.192 1.719 -2.412  0.058
O 3.761 -0.472 -0.908  -0.044
H 3.504 -0.022 -0.096  0.000
H 3.989 0.252 -1.477  -0.007
O -3.058 3.550 0.087  -0.086
H -3.361 2.903 -0.573  0.006
H -2.099 3.316 0.188  0.021
O -3.868 0.965 -1.130  -0.083
H -3.152 0.291 -1.265  0.021
H -4.687 0.503 -1.410  0.046
O 4.888 1.654 -2.706  -0.033
H 4.361 1.791 -3.504  0.046
H 5.126 2.543 -2.452  0.044
O -1.271 0.213 3.139  -0.042
H -0.346 0.090 2.909  0.007
H -1.683 0.816 2.510  0.054
O -5.384 -1.625 -1.850  -0.052
H -5.508 -2.414 -2.403  0.050
H -4.451 -1.685 -1.651  -0.010
O -2.743 -1.643 1.562  -0.049
H -2.193 -1.344 2.279  0.002
H -3.657 -1.440 1.813  0.048
O -0.061 0.524 0.476  -0.079
H -0.009 -0.390 0.741  0.021
H 0.353 0.541 -0.441  0.029
O -0.122 3.252 0.675  -0.053
H -0.073 2.295 0.883  0.019
H 0.293 3.311 -0.186  0.029
O 1.712 -0.473 3.468  -0.054
H 1.706 -1.444 3.294  0.035
H 1.616 -0.408 4.432  0.075
O 1.307 -0.978 -3.902  -0.042
H 1.022 -1.546 -3.169  0.038
H 0.550 -1.028 -4.498  0.022
O -3.306 4.497 2.938  -0.097
H -3.352 4.411 1.946  0.017
H -4.117 4.045 3.230  0.026
O 2.714 3.855 1.908  -0.078
H 1.798 3.912 1.608  -0.007
H 2.800 2.883 1.860  -0.002
O 4.163 -3.286 2.019  -0.049
H 5.029 -3.690 2.126  0.053
H 3.654 -3.417 2.830  0.012
O -0.555 1.709 6.000  -0.073
H -0.872 1.174 5.268  -0.012
H -1.187 2.456 6.029  0.050
O 1.977 5.259 -0.840  -0.058
H 2.860 5.087 -0.466  0.051
H 1.510 5.701 -0.123  0.049
O 3.283 -3.273 -0.774  -0.077
H 3.564 -3.618 0.091  0.007
H 3.669 -2.386 -0.786  -0.008
O -4.958 0.525 1.766  -0.055
H -4.587 0.921 2.570  0.041
H -4.493 0.989 1.056  0.008
O 1.732 -3.360 3.699  -0.094
H 1.387 -3.297 4.598  0.057
H 1.435 -4.286 3.402  0.042
O 3.243 0.980 1.497  -0.051
H 4.099 0.795 1.904  0.079
H 2.614 0.555 2.107  0.023
O -1.398 -4.143 0.950  -0.076
H -1.800 -4.437 0.115  0.059
H -1.944 -3.343 1.203  0.039
O 2.109 3.498 -3.479  -0.059
H 2.223 4.289 -2.918  0.040
H 2.178 2.722 -2.903  0.018

Atoms 1-3, force components in eV/Å:
0.1 0.2 -0.2
0.2 -0.1 0.0
-0.1 0.1 0.1

Entry from the OMol25 dataset: a structure of composition C17H28CsFN3NbO (ωB97M-V/def2-TZVPD).

For the HOMO energy (spin up / spin down), the calculation gives -0.57290 / -0.57288 Eh. The relative energy (zero: lowest compared OMol25 entry of this formula, charge and spin) is 0.0 kJ/mol. The net charge is +2. The value obtained for the HOMO-LUMO gap (spin up / spin down) is 7.7 / 7.7 eV.

Each line ends with the Löwdin charge.
Element x y z (Å)
N -1.947 -0.305 0.529  -0.055
C -2.968 -0.954 0.409  -0.377
O -3.952 -1.601 0.317  0.223
Cs -0.659 2.835 2.721  1.075
Nb 0.008 0.028 0.454  1.757
N 0.041 1.935 -0.262  -0.319
N 0.603 -1.468 -0.697  -0.242
C -0.557 2.629 -1.427  -0.662
C 0.023 -2.464 -1.600  -0.659
C -0.276 4.133 -1.300  -0.029
C 0.037 2.166 -2.768  -0.025
C -2.061 2.385 -1.449  -0.045
C -0.591 -3.586 -0.760  -0.016
C 1.100 -3.052 -2.512  -0.031
C -1.055 -1.810 -2.455  -0.032
H -0.620 4.524 -0.336  0.078
H -0.815 4.657 -2.101  0.110
H 0.792 4.356 -1.408  0.093
H 1.109 2.380 -2.849  0.083
H -0.461 2.718 -3.581  0.112
H -0.123 1.098 -2.958  0.067
H -2.317 1.325 -1.573  0.066
H -2.478 2.929 -2.312  0.110
H -2.547 2.763 -0.539  0.086
H 0.173 -4.049 -0.127  0.087
H -1.018 -4.342 -1.432  0.112
H -1.394 -3.204 -0.116  0.074
H 1.825 -3.652 -1.953  0.091
H 1.628 -2.256 -3.048  0.100
H 0.616 -3.705 -3.250  0.108
H -1.455 -2.572 -3.138  0.110
H -0.631 -0.996 -3.057  0.077
H -1.888 -1.426 -1.856  0.056
C 1.521 2.083 -0.119  -0.152
H 1.974 1.134 0.278  0.053
H 2.019 2.292 -1.081  0.102
H 1.774 2.911 0.567  0.088
C 1.906 -1.819 -0.069  -0.110
H 2.098 -1.197 0.828  0.056
H 1.924 -2.869 0.257  0.105
H 2.735 -1.645 -0.774  0.109
F 0.840 -0.385 6.685  0.076
C 0.677 -0.314 5.316  -0.215
C 1.721 0.231 4.577  0.022
C 1.517 0.400 3.200  -0.206
C 0.329 -0.079 2.601  -0.468
C -0.712 -0.594 3.404  -0.151
C -0.521 -0.743 4.782  0.026
H 2.671 0.493 5.040  0.143
H 2.322 0.828 2.590  0.098
H -1.644 -0.936 2.942  0.091
H -1.292 -1.211 5.410  0.150

Atoms 1-3, force components in eV/Å:
1.6 0.5 0.0
-2.7 -2.0 -0.2
2.6 1.8 0.2

Entry from the OMol25 dataset: a structure of composition C45H44AlF3NO9P2Si (ωB97M-V/def2-TZVPD).

For the HOMO energy, the calculation gives -0.16082 Eh. The net charge is -1. The value obtained for the HOMO-LUMO gap is 4.9 eV.

Each line ends with the Löwdin charge.
Element x y z (Å)
C 5.087 0.349 -1.597  -0.204
C 3.786 1.122 -1.362  -0.496
P 2.787 1.122 -2.929  0.865
C 3.602 2.271 -4.139  -0.497
C 3.122 1.961 -5.560  -0.193
Al 0.562 1.766 -2.507  0.341
C 0.201 1.806 -0.472  -0.389
O 1.069 1.701 0.351  0.024
N -1.187 1.962 0.054  0.113
C -1.263 2.901 1.094  -0.572
O -1.219 4.070 1.010  0.175
F -1.418 2.333 2.280  0.127
C -0.649 0.327 -3.300  -0.539
F -0.146 -0.155 -4.501  -0.034
F -0.594 -0.771 -2.443  -0.029
C -2.114 0.705 -3.535  -0.201
C -3.099 0.039 -2.559  -0.238
Si -4.901 0.483 -2.892  0.611
C -5.353 0.352 -4.718  -0.160
C -5.953 -0.795 -1.954  -0.175
C -5.313 2.164 -2.142  -0.239
C -4.354 3.134 -1.823  -0.083
C -4.733 4.335 -1.234  -0.072
C -6.071 4.598 -0.949  -0.092
C -7.043 3.657 -1.280  -0.095
C -6.657 2.455 -1.868  -0.112
P 0.111 3.940 -3.347  0.411
O 0.397 4.898 -2.252  -0.367
O -1.444 4.196 -3.844  -0.228
O 0.992 4.368 -4.656  -0.225
H 5.728 0.863 -2.310  0.048
H 4.870 -0.635 -2.004  0.048
H 5.621 0.199 -0.659  0.056
H 3.999 2.119 -0.987  0.067
H 3.201 0.554 -0.649  0.046
H 4.668 2.051 -4.095  0.048
H 3.497 3.324 -3.892  0.052
H 3.956 1.903 -6.255  0.055
H 2.416 2.697 -5.932  0.042
H 2.627 0.993 -5.590  0.041
H -1.733 2.369 -0.702  0.079
H -2.366 0.375 -4.543  0.099
H -2.257 1.782 -3.491  0.062
H -3.032 -1.045 -2.583  0.078
H -2.856 0.357 -1.545  0.073
H -6.136 1.037 -5.030  0.026
H -4.478 0.444 -5.353  0.014
H -5.733 -0.657 -4.879  0.024
H -6.891 -0.990 -2.466  0.021
H -6.184 -0.372 -0.978  0.026
H -5.376 -1.702 -1.799  0.022
H -3.318 2.931 -2.051  0.067
H -3.974 5.062 -0.979  0.107
H -6.354 5.525 -0.474  0.095
H -8.091 3.838 -1.093  0.094
H -7.417 1.723 -2.111  0.094
H -1.500 4.143 -4.806  0.054
H 1.154 5.316 -4.538  0.068
C 8.218 -5.387 -0.612  -0.060
C 8.068 -6.607 0.040  -0.064
C 6.924 -7.362 -0.152  -0.008
C 5.919 -6.896 -0.991  -0.083
C 6.063 -5.664 -1.631  -0.079
C 7.218 -4.916 -1.445  0.000
C 4.982 -5.124 -2.505  -0.277
O 5.108 -4.061 -3.071  0.117
C 3.736 -5.927 -2.657  -0.080
C 2.692 -5.413 -3.415  0.008
C 1.530 -6.148 -3.575  -0.051
C 1.410 -7.403 -2.986  -0.060
C 2.446 -7.917 -2.225  -0.008
C 3.609 -7.178 -2.049  -0.086
C 4.700 -7.730 -1.199  -0.278
O 4.601 -8.825 -0.683  0.097
H 9.116 -4.801 -0.465  0.106
H 8.847 -6.967 0.700  0.104
H 6.803 -8.313 0.348  0.118
H 7.325 -3.966 -1.951  0.122
H 2.791 -4.436 -3.869  0.127
H 0.715 -5.743 -4.159  0.110
H 0.503 -7.977 -3.117  0.105
H 2.356 -8.889 -1.760  0.117
C -1.521 4.003 4.676  -0.049
C -0.465 4.581 5.370  -0.041
C -0.109 4.109 6.623  -0.004
C -0.817 3.062 7.196  -0.089
C -1.894 2.493 6.507  -0.082
C -2.234 2.960 5.245  0.004
C -2.696 1.397 7.116  -0.277
O -3.630 0.894 6.527  0.106
C -2.327 0.934 8.486  -0.081
C -3.091 -0.052 9.097  -0.006
C -2.756 -0.503 10.362  -0.065
C -1.651 0.025 11.021  -0.066
C -0.889 1.011 10.420  -0.007
C -1.227 1.474 9.154  -0.082
C -0.411 2.559 8.534  -0.279
O 0.552 3.015 9.117  0.097
H -1.786 4.368 3.695  0.097
H 0.085 5.401 4.927  0.111
H 0.718 4.552 7.162  0.118
H -3.057 2.507 4.711  0.122
H -3.946 -0.461 8.576  0.119
H -3.356 -1.269 10.837  0.104
H -1.387 -0.334 12.008  0.103
H -0.030 1.428 10.927  0.118

Atoms 1-3, force components in eV/Å:
-0.1 0.1 0.1
0.3 -0.2 -0.7
-0.3 -0.5 0.0